1.
DFT (ωB97M-V with the def2-TZVPD basis set) results for one molecule with the formula C14H19NO3.

Last column: Mulliken charge in e.
Cartesian coordinates (Å):
1 C -4.42 -1.14 -0.78  -0.7534
2 O -4.15 -0.02 0.02  -0.4567
3 C -2.90 0.51 0.02  0.7942
4 C -2.70 1.62 0.84  -0.7089
5 C -1.47 2.23 0.89  -0.6128
6 C -0.41 1.75 0.14  -0.6347
7 C -0.58 0.63 -0.66  0.8769
8 C 0.57 0.08 -1.48  -1.6044
9 N 1.43 -0.94 -0.88  0.0472
10 C 0.79 -2.21 -0.57  -1.0932
11 C 0.10 -2.26 0.79  -0.1854
12 C 1.06 -1.85 1.90  -1.0072
13 C 1.65 -0.48 1.59  -0.3821
14 C 2.32 -0.54 0.21  0.1938
15 C 3.07 0.73 -0.16  0.1230
16 O 3.21 1.68 0.56  -0.5495
17 O 3.61 0.69 -1.39  -0.5422
18 C -1.83 0.02 -0.73  -0.5317
19 H -3.79 -2.00 -0.49  0.2905
20 H -4.26 -0.92 -1.84  0.3169
21 H -5.46 -1.39 -0.61  0.2442
22 H -3.54 1.99 1.41  0.4440
23 H -1.33 3.10 1.51  0.4220
24 H 0.55 2.24 0.18  0.4027
25 H 1.20 0.92 -1.77  0.4828
26 H 0.17 -0.37 -2.39  0.4910
27 H 0.08 -2.44 -1.37  0.4421
28 H 1.58 -2.97 -0.59  0.4397
29 H -0.27 -3.27 0.96  0.4521
30 H -0.76 -1.58 0.80  0.0383
31 H 0.55 -1.83 2.86  0.4396
32 H 1.87 -2.59 1.97  0.3543
33 H 2.40 -0.19 2.33  0.4222
34 H 0.87 0.27 1.59  0.0487
35 H 3.09 -1.33 0.26  0.4632
36 H 3.34 -0.12 -1.85  0.4349
37 H -1.96 -0.83 -1.39  0.3979

**SMILES**: COc1cccc(CN2CCCC[C@@H]2C(=O)O)c1
**Energy above the lowest of the compared OMol25 structures with the same formula, charge and spin**: 34.85 kcal per mole

2.
DFT (ωB97M-V with the def2-TZVPD basis set) results for C48H86Br20F3IN5O4S2 as an isolated structure.

Last column: Mulliken charge in e.
Cartesian coordinates (Å):
1 C 5.96 -3.47 4.44  -0.5478
2 C 4.87 -2.40 4.89  -0.4106
3 S 3.63 -2.32 3.53  -0.0096
4 C 2.98 -0.60 3.41  -1.2861
5 C 1.87 -0.39 2.32  0.7518
6 C 0.90 -1.63 2.58  -0.6441
7 C 0.01 -1.48 3.74  -0.8701
8 C -0.87 -2.60 4.06  -0.9085
9 C -0.81 -3.76 3.16  -0.5343
10 C 0.14 -3.71 2.07  -0.4697
11 N 0.99 -2.70 1.78  0.4322
12 N 1.00 0.80 2.63  -0.0592
13 C 0.79 1.62 1.47  -1.3426
14 N -0.24 2.34 1.18  0.5452
15 C -1.34 2.36 2.18  -1.0805
16 C -2.54 1.38 1.86  -0.1042
17 C -3.04 0.58 3.14  -1.1688
18 I -5.11 1.17 3.60  0.0610
19 C -0.27 3.12 -0.08  -0.4542
20 C -1.47 2.80 -1.05  -1.1686
21 C -1.23 1.59 -2.02  0.5719
22 C -2.39 1.37 -3.08  -0.0456
23 C -1.73 0.86 -4.45  -0.8318
24 O -1.62 -0.58 -4.33  0.0110
25 C -0.72 -1.11 -5.22  0.6986
26 C -0.72 -2.68 -5.36  -0.8575
27 O 0.08 -0.49 -5.87  -0.5659
28 N 2.02 1.46 0.70  1.0508
29 C 3.01 2.34 1.40  -1.4878
30 C 3.98 3.07 0.37  1.9532
31 C 3.50 4.54 0.00  -1.2281
32 C 5.44 3.21 1.00  -0.9388
33 C 2.21 -0.03 0.82  1.5475
34 C 1.09 -0.51 -0.22  -3.2576
35 N 1.53 -1.63 -1.05  0.0573
36 C 0.34 -2.01 -1.87  -0.0093
37 S 3.87 -0.58 0.18  1.5541
38 O 4.03 -2.03 0.29  -0.6932
39 O 4.97 0.00 0.96  -0.4426
40 C 4.16 -0.02 -1.59  0.4773
41 F 4.23 -1.16 -2.34  -0.2160
42 F 5.38 0.57 -1.74  -0.1394
43 F 3.18 0.75 -2.11  -0.1099
44 H 6.54 -3.87 5.29  0.3000
45 H 5.41 -4.30 3.91  0.3263
46 H 6.60 -2.99 3.65  -0.1475
47 H 4.34 -2.82 5.79  0.3173
48 H 5.35 -1.42 5.10  0.3589
49 H 2.49 -0.37 4.40  0.8410
50 H 3.86 0.09 3.34  0.3234
51 H -0.02 -0.60 4.40  0.4393
52 H -1.56 -2.60 4.93  0.4653
53 H -1.44 -4.65 3.33  0.4796
54 H 0.17 -4.60 1.39  0.0321
55 H 1.42 1.28 3.44  0.4524
56 H -0.98 2.17 3.22  0.5238
57 H -1.75 3.40 2.20  0.3737
58 H -3.41 2.04 1.57  0.6781
59 H -2.34 0.74 0.97  -0.0534
60 H -3.12 -0.49 2.85  0.4392
61 H -2.40 0.75 4.04  0.4050
62 H -0.39 4.20 0.22  0.4973
63 H 0.68 3.08 -0.66  0.1701
64 H -2.46 2.65 -0.54  0.1531
65 H -1.60 3.71 -1.70  0.5209
66 H -0.24 1.76 -2.52  0.1397
67 H -1.15 0.66 -1.40  -0.2780
68 H -3.07 0.54 -2.72  -0.0798
69 H -2.95 2.30 -3.31  0.3415
70 H -2.47 1.10 -5.25  0.4350
71 H -0.76 1.39 -4.54  0.4051
72 H -1.70 -3.13 -5.10  0.1949
73 H -0.45 -2.93 -6.42  0.3762
74 H 0.09 -3.14 -4.73  0.1297
75 H 2.44 3.16 1.91  0.7991
76 H 3.67 1.84 2.14  -0.3784
77 H 4.11 2.51 -0.58  -0.5181
78 H 4.41 5.18 -0.04  0.5302
79 H 2.78 4.95 0.75  0.3201
80 H 3.08 4.50 -1.04  -0.1079
81 H 6.21 3.08 0.19  0.0498
82 H 5.61 4.22 1.45  0.3609
83 H 5.64 2.42 1.78  0.2367
84 H 0.11 -0.74 0.28  0.7915
85 H 0.88 0.35 -0.92  0.6626
86 H 1.77 -2.46 -0.51  0.3531
87 H 0.06 -1.08 -2.45  -0.1004
88 H 0.54 -2.88 -2.53  0.1439
89 H -0.55 -2.22 -1.20  0.1230
90 Br -4.57 -0.99 -3.76  -0.0394
91 C -6.46 -1.35 -3.45  -0.7169
92 C -7.14 -0.19 -2.78  -0.5289
93 Br -6.72 -0.11 -0.88  -0.0893
94 H -6.52 -2.27 -2.88  0.3916
95 H -6.88 -1.52 -4.44  0.4057
96 H -8.23 -0.30 -2.82  0.2428
97 H -6.87 0.77 -3.21  0.3840
98 Br 11.02 -0.06 -1.33  -0.1612
99 C 9.14 -0.52 -1.09  -0.3313
100 C 8.38 0.61 -0.43  0.4530
101 Br 8.74 0.69 1.48  -0.1318
102 H 9.11 -1.44 -0.53  0.0231
103 H 8.76 -0.69 -2.10  0.4054
104 H 7.31 0.44 -0.51  -0.7671
105 H 8.63 1.58 -0.84  0.4693
106 Br -10.33 1.07 -1.36  -0.1112
107 C -10.47 0.15 0.35  -0.5925
108 C -10.65 1.11 1.48  -0.4305
109 Br -8.97 1.99 1.92  -0.0906
110 H -9.57 -0.47 0.45  0.3301
111 H -11.34 -0.50 0.25  0.3855
112 H -10.95 0.59 2.39  0.3559
113 H -11.37 1.90 1.27  0.1410
114 Br -12.71 3.67 -2.90  -0.1647
115 C -12.42 5.43 -2.11  0.0437
116 C -11.33 5.39 -1.07  -0.2023
117 Br -11.96 4.60 0.59  -0.1535
118 H -13.38 5.76 -1.71  0.4293
119 H -12.14 6.08 -2.94  -0.2710
120 H -11.02 6.40 -0.80  -0.0521
121 H -10.46 4.82 -1.39  0.3772
122 Br 0.59 -6.37 0.51  0.0616
123 C 0.95 -7.42 -1.10  -0.6523
124 C 0.92 -6.55 -2.33  -0.6034
125 Br -0.91 -6.11 -2.85  -0.0473
126 H 0.22 -8.22 -1.11  0.3688
127 H 1.94 -7.84 -0.95  0.3833
128 H 1.33 -7.08 -3.18  0.4387
129 H 1.44 -5.60 -2.20  0.2575
130 Br -11.97 7.98 -4.71  -0.1468
131 C -11.69 9.74 -3.92  -0.5578
132 C -10.60 9.71 -2.88  -0.5797
133 Br -11.24 8.91 -1.22  -0.1312
134 H -12.65 10.07 -3.53  0.3801
135 H -11.41 10.38 -4.75  0.3328
136 H -10.29 10.72 -2.61  0.3434
137 H -9.73 9.14 -3.19  0.3721
138 Br -6.43 -8.54 -1.96  -0.1397
139 C -5.12 -8.66 -3.40  -0.6248
140 C -3.90 -7.83 -3.09  -0.6935
141 Br -4.24 -5.93 -3.36  -0.1349
142 H -5.63 -8.35 -4.31  0.3783
143 H -4.87 -9.71 -3.46  0.3670
144 H -3.09 -8.08 -3.77  0.3812
145 H -3.55 -7.95 -2.06  0.4365
146 Br 9.56 -2.75 4.73  -0.1403
147 C 9.95 -3.87 3.19  -0.7255
148 C 9.82 -3.10 1.90  -0.6334
149 Br 7.96 -2.83 1.40  -0.0744
150 H 9.28 -4.73 3.24  0.3783
151 H 10.97 -4.21 3.34  0.4249
152 H 10.26 -3.65 1.08  0.4534
153 H 10.28 -2.11 1.96  0.3883
154 Br 2.51 5.30 -3.75  -0.1450
155 C 4.31 5.40 -4.49  -0.6020
156 C 5.11 4.16 -4.16  -0.5805
157 Br 5.72 4.18 -2.30  -0.0537
158 H 4.76 6.31 -4.11  0.3720
159 H 4.17 5.48 -5.56  0.3802
160 H 6.02 4.12 -4.75  0.3826
161 H 4.55 3.24 -4.29  0.3357
162 Br 8.58 -2.49 11.32  -0.1436
163 C 8.96 -3.61 9.78  -0.6061
164 C 8.84 -2.84 8.49  -0.4831
165 Br 6.97 -2.58 8.00  -0.0909
166 H 8.29 -4.47 9.83  0.3715
167 H 9.99 -3.95 9.92  0.3828
168 H 9.27 -3.41 7.66  0.1784
169 H 9.30 -1.86 8.53  0.3810

**Total charge**: +1

3.
DFT (ωB97M-V with the def2-TZVPD basis set) results for C8H13F3O2Pt as an isolated structure.

Last column: Mulliken charge in e.
Cartesian coordinates (Å):
1 C -1.69 2.87 1.11  -0.5707
2 O -1.57 2.24 -0.21  -0.2467
3 C -0.36 2.66 -0.93  -0.3213
4 C 1.05 2.16 -0.23  -0.4117
5 O 1.31 0.71 -0.35  -0.2979
6 C 0.53 -0.07 0.63  -0.0457
7 C 1.35 -1.38 1.17  -0.6281
8 C 0.81 -2.82 0.62  -0.6855
9 C 0.23 -2.81 -0.92  0.5551
10 F 1.19 -3.12 -2.04  -0.2961
11 C -1.19 -2.57 -1.32  0.2291
12 F -2.21 -2.65 -0.21  -0.1353
13 F -1.60 -2.23 -2.71  -0.1851
14 H -0.78 2.66 1.84  0.2505
15 H -2.63 2.37 1.64  0.2533
16 H -1.87 4.04 0.96  0.3103
17 H -0.45 2.27 -2.03  0.2827
18 H -0.38 3.85 -0.94  0.3463
19 H 1.18 2.52 0.89  0.3360
20 H 1.92 2.71 -0.83  0.3205
21 H 0.31 0.63 1.57  0.1687
22 H -0.51 -0.30 0.15  0.2419
23 H 2.49 -1.24 0.87  0.3572
24 H 1.23 -1.41 2.36  0.3309
25 H 0.01 -3.28 1.34  0.3883
26 H 1.74 -3.57 0.65  0.3588
27 Pt -0.13 -4.24 -3.08  1.0947

**Total charge**: +2

Number 1: Kohn-Sham gap 9.21 eV. Number 2: Kohn-Sham gap 7.21 eV. Number 3: Kohn-Sham gap 2.43 eV.